Record 1
The following is a quantum chemistry calculation of the molecule C6H10, from the Open Molecules 2025 dataset.

Geometry as XYZ:
```
16
Properties=species:S:1:pos:R:3:lowdin_charge:R:1
C -0.9716 -0.5230 1.3604 -0.076
C -0.4021 0.5136 0.3888 -0.412
C 1.0624 0.8628 0.6849 -0.082
C 0.4445 0.6533 -2.0330 0.162
C 0.4710 -0.8164 -1.7249 -0.183
C -0.5314 0.0549 -1.0611 -0.359
H -0.8835 -0.1839 2.3998 0.078
H -2.0327 -0.7175 1.1615 0.077
H -0.4366 -1.4759 1.2693 0.081
H -0.9892 1.4378 0.4800 0.136
H 1.1581 1.4315 1.6162 0.082
H 1.6836 -0.0380 0.7737 0.081
H 1.4724 1.4728 -0.1276 0.066
H 1.3636 -1.1862 -1.2159 0.103
H 0.1443 -1.4713 -2.5321 0.104
H -1.5528 -0.0145 -1.4398 0.142
```

Results
* LUMO energy: -0.2382 eV
* HOMO: -8.911 eV
* total energy: -234.45071 Eh
* orbital gap: 8.673 eV
* energy above the lowest of the compared OMol25 structures with the same formula, charge and spin: 398.55 kJ/mol



Record 2
The following is a quantum chemistry calculation of a structure of composition C41H78GeN3O3PSSi3Ti in a non-equilibrium geometry, from the Open Molecules 2025 dataset.

Geometry as XYZ:
```
132
Properties=species:S:1:pos:R:3:lowdin_charge:R:1
Ti 0.2605 0.2323 0.5114 0.771
N -1.5308 1.0343 1.4839 0.020
N -1.0175 2.0409 2.3340 0.038
C 0.3036 1.9025 2.7845 -0.686
O 0.6444 2.4543 3.8120 0.054
O 1.0591 1.1832 1.9988 -0.209
H -2.1962 1.4321 0.8170 0.034
H -1.9572 0.2879 2.0262 0.062
H -1.6393 2.4328 3.0244 0.127
C -3.9401 -1.9994 4.6214 -0.069
C -2.8241 -0.9496 4.6108 -0.361
C -3.4297 0.4442 4.4047 -0.052
C -1.7260 -1.2703 3.6210 -0.189
C -1.9608 -1.9938 2.4590 -0.014
C -0.9431 -2.4267 1.6106 -0.121
C -1.3854 -3.5623 0.7008 -0.348
C -1.6732 -4.8105 1.5534 -0.047
C -2.6759 -3.2238 -0.0769 -0.080
C 0.4039 -1.9555 1.7972 -0.120
C 0.6387 -1.5446 3.1478 -0.126
C -0.3981 -1.1348 3.9790 0.013
C 1.9612 -1.7840 3.8458 -0.357
C 2.4117 -0.6217 4.7428 -0.060
C 1.8348 -3.0563 4.6997 -0.039
C 1.5616 -2.6453 1.0343 -0.148
C 1.6479 -4.0202 1.2754 -0.053
C 2.5603 -4.8605 0.6657 -0.060
C 3.4539 -4.3317 -0.2459 -0.070
C 3.4222 -2.9698 -0.4854 -0.113
C 2.5245 -2.0958 0.1360 -0.263
P 2.7113 -0.2833 -0.2814 1.199
C 4.3106 0.1919 0.6536 -0.634
C 4.6323 1.6633 0.3650 -0.084
C 5.5279 -0.7182 0.4590 -0.084
C 3.9803 0.1019 2.1456 -0.111
C 3.1843 -0.0444 -2.1247 -0.630
C 4.6500 -0.1903 -2.5466 -0.096
C 2.3672 -0.9467 -3.0524 -0.090
C 2.7338 1.3950 -2.4413 -0.105
H -4.5495 -1.8775 5.5177 0.078
H -3.5278 -3.0100 4.6229 0.081
H -4.5960 -1.8889 3.7553 0.082
H -2.3642 -0.9522 5.6033 0.135
H -3.8240 0.5620 3.3917 0.074
H -2.6862 1.2200 4.5925 0.075
H -4.2548 0.5953 5.1025 0.081
H -2.9727 -2.3073 2.2399 0.113
H -0.5936 -3.8099 -0.0032 0.119
H -2.5295 -4.6284 2.2045 0.077
H -0.8371 -5.0888 2.1952 0.064
H -1.9004 -5.6573 0.9032 0.088
H -2.7026 -2.1761 -0.3792 0.068
H -3.5595 -3.4149 0.5362 0.076
H -2.7618 -3.8500 -0.9663 0.091
H -0.1570 -0.7914 4.9785 0.131
H 2.7169 -1.9912 3.0960 0.097
H 1.9344 -0.6850 5.7237 0.080
H 2.1634 0.3495 4.3168 0.066
H 3.4908 -0.6650 4.9002 0.084
H 1.0147 -2.9617 5.4137 0.082
H 2.7634 -3.2146 5.2520 0.084
H 1.6506 -3.9388 4.0851 0.066
H 0.9819 -4.4436 2.0126 0.090
H 2.5714 -5.9154 0.9091 0.106
H 4.1767 -4.9627 -0.7471 0.105
H 4.1191 -2.5561 -1.2010 0.083
H 4.9807 1.8487 -0.6484 0.060
H 5.4230 1.9879 1.0473 0.088
H 3.7579 2.2928 0.5491 0.058
H 5.9763 -0.6731 -0.5278 0.054
H 5.2734 -1.7555 0.6750 0.067
H 6.2889 -0.4103 1.1827 0.091
H 2.9899 0.4876 2.3640 0.047
H 4.7028 0.6900 2.7185 0.099
H 4.0542 -0.9309 2.4790 0.067
H 5.0156 -1.2151 -2.4579 0.070
H 5.3226 0.4718 -2.0112 0.055
H 4.7077 0.0850 -3.6026 0.086
H 2.4905 -2.0099 -2.8376 0.073
H 2.6902 -0.7698 -4.0816 0.092
H 1.3145 -0.6931 -3.0003 0.055
H 3.2328 2.1475 -1.8321 0.053
H 1.6637 1.5021 -2.2801 0.049
H 2.9470 1.6148 -3.4916 0.095
S 1.7074 4.4047 -0.1543 0.550
C 0.8452 3.0436 -0.3438 -0.959
N 0.2080 2.0718 -0.5343 -0.035
C -1.3540 4.3749 -2.8977 -0.235
Si -2.7032 3.5362 -1.8778 0.279
C -2.6465 4.1383 -0.0837 -0.240
C -4.2963 4.3666 -2.5145 -0.248
Ge -2.5583 1.1191 -1.9086 0.578
Si -4.8845 0.5211 -1.5770 0.275
C -6.3432 1.3984 -2.4359 -0.240
C -5.3306 -1.3243 -1.8159 -0.234
C -5.2097 0.8486 0.2789 -0.262
Si -2.4186 0.6901 -4.2742 0.270
C -1.0058 1.6493 -5.1071 -0.238
C -2.2191 -1.1026 -4.8951 -0.245
C -3.9895 1.2234 -5.2070 -0.250
H -1.1901 5.4059 -2.5683 0.025
H -1.6428 4.3922 -3.9506 0.009
H -0.4006 3.8487 -2.8137 0.000
H -2.7433 5.2273 -0.0283 0.026
H -1.7107 3.8644 0.4085 -0.011
H -3.4742 3.7020 0.4866 0.005
H -4.1504 5.4515 -2.5935 0.019
H -5.1324 4.1945 -1.8324 0.008
H -4.5815 3.9959 -3.5013 0.001
H -6.5016 1.0013 -3.4420 0.006
H -6.1791 2.4707 -2.5321 -0.015
H -7.2717 1.2513 -1.8695 0.016
H -4.6413 -1.8204 -2.5059 -0.001
H -6.3403 -1.4285 -2.2226 0.014
H -5.2949 -1.8703 -0.8679 0.002
H -4.9724 1.8862 0.5350 0.001
H -4.5780 0.1929 0.8911 -0.010
H -6.2535 0.6674 0.5602 0.017
H -0.1430 1.7395 -4.4402 0.004
H -1.3255 2.6618 -5.3600 0.007
H -0.6712 1.1595 -6.0281 0.017
H -1.1730 -1.4217 -4.9319 0.006
H -2.6254 -1.1832 -5.9076 0.018
H -2.7575 -1.8132 -4.2601 0.005
H -4.3313 2.2061 -4.8778 0.000
H -4.7998 0.5110 -5.0262 0.010
H -3.8157 1.2671 -6.2909 0.018
C -0.4163 -1.7719 -1.7783 -0.193
O -0.4758 -0.7651 -0.8095 -0.466
H -0.5579 -1.3403 -2.7703 0.045
H -1.2063 -2.5041 -1.6534 0.052
H 0.5422 -2.2954 -1.7508 0.070
```

Results
* LUMO energy (spin up / spin down): 1.8461 / 1.8272 eV
* charge: -1
* HOMO (spin up / spin down): -2.820 / -2.821 eV
* total energy: -6533.68722 Eh
* multiplicity: 2
* orbital gap (spin up / spin down): 4.666 / 4.648 eV
* energy above the lowest of the compared OMol25 structures with the same formula, charge and spin: 246.40 kJ/mol



Record 3
The following is a quantum chemistry calculation of a structure of composition C16H14BrN2O3Pt, from the Open Molecules 2025 dataset.

Geometry as XYZ:
```
37
Properties=species:S:1:pos:R:3:lowdin_charge:R:1
Pt -0.0288 0.6450 -0.6757 1.154
O -3.4561 4.2900 1.0790 0.040
C -4.1503 3.1393 1.3928 -0.260
C -5.3190 3.1562 2.1314 -0.009
C -5.9542 1.9572 2.4212 -0.060
C -5.4222 0.7554 1.9816 -0.062
C -4.2490 0.7499 1.2414 -0.005
C -3.6066 1.9413 0.9411 -0.108
C -2.3569 1.9747 0.0991 -0.368
O -1.9264 0.6949 -0.2231 -0.308
N -1.2685 2.6642 0.8405 0.084
N -0.0545 2.3705 0.4005 -0.211
C 1.0442 3.0689 0.7851 -0.160
C 2.2977 2.7142 0.4570 -0.485
Br 2.4099 1.0196 -0.6596 0.820
C 3.5586 3.3436 0.6865 -0.076
C 4.1402 4.2542 -0.2206 -0.236
C 5.4175 4.7956 0.0624 -0.014
C 6.0100 5.6844 -0.8049 -0.057
C 5.3555 6.0543 -1.9792 -0.044
C 4.0991 5.5294 -2.2795 -0.059
C 3.4940 4.6440 -1.4167 -0.022
H -3.9640 5.0601 1.3563 0.121
H -5.7290 4.0980 2.4772 0.122
H -6.8703 1.9679 2.9960 0.114
H -5.9199 -0.1762 2.2103 0.111
H -3.8267 -0.1784 0.8846 0.120
H -2.5247 2.5753 -0.8076 0.167
H -1.4595 3.5860 1.2284 0.154
H 0.9030 3.9640 1.3817 0.153
H 4.1387 3.0146 1.5425 0.126
H 5.9232 4.4997 0.9731 0.120
H 6.9851 6.0927 -0.5776 0.115
H 5.8247 6.7492 -2.6623 0.114
H 3.6006 5.8173 -3.1951 0.113
H 2.5191 4.2388 -1.6595 0.109
O -0.0340 -0.7637 -1.7695 -0.314
```

Results
* LUMO energy (spin up / spin down): -3.8137 / -5.9782 eV
* charge: +1
* HOMO (spin up / spin down): -10.989 / -11.613 eV
* total energy: -3646.21014 Eh
* multiplicity: 5
* orbital gap (spin up / spin down): 7.175 / 5.635 eV
* energy above the lowest of the compared OMol25 structures with the same formula, charge and spin: 0.00 kJ/mol



Record 4
The following is a quantum chemistry calculation of the molecule C24H23N3O5S in a non-equilibrium geometry, from the Open Molecules 2025 dataset.

Geometry as XYZ:
```
56
Properties=species:S:1:pos:R:3:lowdin_charge:R:1
C 3.6889 -1.5485 -0.2119 -0.078
O 4.5442 -0.7205 -0.9694 -0.058
C 3.9836 0.2100 -1.7754 -0.190
C 2.6283 0.4345 -1.9135 0.044
C 2.1370 1.4366 -2.7645 -0.212
C 0.7069 1.6221 -2.8354 -0.004
C 0.0503 2.6456 -3.4059 0.022
C -1.4002 2.7977 -3.3793 -0.470
O -2.0002 3.7869 -3.7185 0.116
O -2.0339 1.6897 -2.8981 -0.036
C -3.4340 1.7747 -2.7000 -0.052
C -3.8259 1.1474 -1.3721 -0.441
O -4.9579 1.1353 -0.9417 0.021
N -2.7866 0.5793 -0.7075 0.120
C -2.9390 -0.0598 0.5010 -0.431
S -4.4713 -0.1480 1.2777 1.191
C -3.7585 -1.0442 2.5979 -0.447
C -2.4298 -1.2597 2.4312 -0.223
C -1.9394 -0.6900 1.2147 -0.205
C -0.6215 -0.7592 0.7600 -0.150
N 0.4534 -0.8099 0.3535 0.197
C -1.5950 -1.9960 3.4295 -0.129
C -2.4902 -2.7834 4.3852 -0.163
C -3.6258 -1.9056 4.9175 -0.380
C -4.4070 -2.6174 6.0168 -0.072
C -4.5567 -1.5209 3.7604 -0.172
C 3.0440 2.2021 -3.4913 -0.024
C 4.4050 1.9798 -3.3731 -0.007
C 4.8914 0.9982 -2.5241 -0.181
O 6.2050 0.7023 -2.3311 -0.010
C 7.1708 1.4516 -3.0326 -0.184
C 8.4893 0.9710 -2.6656 -0.174
N 9.5370 0.6104 -2.3927 0.168
H 4.3480 -2.1906 0.3697 0.095
H 3.0564 -2.1649 -0.8574 0.098
H 3.0532 -0.9680 0.4614 0.071
H 1.9239 -0.1483 -1.3419 0.064
H 0.1295 0.8476 -2.3464 0.108
H 0.5638 3.4673 -3.8806 0.116
H -3.9558 1.2449 -3.5058 0.152
H -3.7525 2.8247 -2.7253 0.142
H -1.8637 0.6209 -1.1231 0.139
H -0.8996 -2.6637 2.9146 0.121
H -0.9931 -1.2743 3.9922 0.130
H -1.8924 -3.1627 5.2155 0.117
H -2.9186 -3.6399 3.8603 0.129
H -3.1892 -0.9895 5.3300 0.149
H -3.7600 -2.8422 6.8613 0.077
H -5.2256 -1.9939 6.3684 0.078
H -4.8218 -3.5518 5.6446 0.082
H -5.2591 -0.7467 4.0768 0.120
H -5.1490 -2.3933 3.4638 0.127
H 2.6956 2.9675 -4.1652 0.109
H 5.0805 2.5870 -3.9556 0.107
H 7.0551 1.3359 -4.1228 0.143
H 7.1122 2.5221 -2.7764 0.143
```

Results
* LUMO energy: -0.2796 eV
* HOMO: -8.360 eV
* total energy: -1867.00400 Eh
* structure (SMILES): COc1cc(/C=C/C(=O)OCC(=O)Nc2sc3c(c2C#N)CC[C@H](C)C3)ccc1OCC#N
* orbital gap: 8.080 eV
* energy above the lowest of the compared OMol25 structures with the same formula, charge and spin: 173.00 kJ/mol



Record 5
The following is a quantum chemistry calculation of a structure of composition C14H14AuN3O8P2 in a non-equilibrium geometry, from the Open Molecules 2025 dataset.

Geometry as XYZ:
```
42
Properties=species:S:1:pos:R:3:lowdin_charge:R:1
Au 0.4227 0.9876 -0.8452 1.440
C 1.6342 -2.9115 -1.7575 -0.002
C 1.4978 -1.4371 -1.6369 -0.211
N 0.4202 -0.8885 -1.0182 -0.125
N -0.5543 -1.5366 -0.4018 0.128
C -1.4178 -0.7066 0.1549 -0.373
O -1.2963 0.5843 0.0056 -0.174
C -2.5348 -1.1809 0.9460 -0.150
C -3.3269 -0.2155 1.5810 0.003
C -4.3921 -0.5992 2.3643 -0.056
C -4.6790 -1.9497 2.5254 -0.066
C -3.9023 -2.9125 1.8883 -0.075
C -2.8306 -2.5380 1.1031 -0.012
C 2.4107 -0.4866 -2.1076 -0.170
C 3.6147 -0.7703 -2.7997 0.018
C 4.4379 0.2497 -3.1954 -0.026
C 4.0817 1.5831 -2.9140 -0.014
C 2.9066 1.8250 -2.2394 -0.067
N 2.0912 0.8460 -1.8604 -0.049
H 0.8080 -3.3794 -1.2302 0.078
H 2.5780 -3.2376 -1.3210 0.097
H 1.6215 -3.2236 -2.8020 0.097
H -3.0698 0.8228 1.4475 0.117
H -4.9989 0.1514 2.8497 0.108
H -5.5039 -2.2503 3.1551 0.103
H -4.1422 -3.9588 2.0132 0.102
H -2.2198 -3.2750 0.6073 0.108
H 3.8698 -1.7991 -3.0030 0.119
H 5.3572 0.0437 -3.7185 0.117
H 4.7134 2.4027 -3.2100 0.114
H 2.5805 2.8197 -1.9766 0.128
O 1.1681 1.9231 3.5820 -0.111
P 0.4810 1.2564 2.3035 0.148
O -0.3569 0.0809 2.6710 -0.285
O 1.5562 0.9662 1.2738 -0.385
O -0.4543 2.4789 1.8583 -0.256
P -0.4399 3.5098 0.6130 0.213
O -1.9662 3.4280 0.1486 -0.113
O -0.0560 4.8559 1.0399 -0.253
O 0.3804 2.9209 -0.5526 -0.415
H 1.9723 1.4535 3.7964 0.068
H -2.4619 4.0669 0.6620 0.080
```

Results
* LUMO energy: -2.4041 eV
* HOMO: -8.637 eV
* total energy: -2126.66984 Eh
* orbital gap: 6.233 eV
* energy above the lowest of the compared OMol25 structures with the same formula, charge and spin: 82.98 kJ/mol



Record 6
The following is a quantum chemistry calculation of a structure of composition C25H41N6O3SSn, from the Open Molecules 2025 dataset.

Geometry as XYZ:
```
77
Properties=species:S:1:pos:R:3:lowdin_charge:R:1
Sn -0.0963 1.0728 -0.2129 1.348
C -4.1431 1.0650 -0.5562 -0.157
C -3.3406 0.1585 0.3852 -0.200
N -2.0890 -0.4199 -0.1529 -0.147
C -2.4052 -1.2409 -1.3550 -0.193
C -1.3236 -2.1854 -1.8462 -0.194
N -0.1256 -1.4692 -2.2647 -0.008
C 0.3266 -1.7999 -3.6430 -0.414
C -0.2602 -0.8705 -4.7127 -0.112
C 0.1551 0.6003 -4.6409 -0.209
N -0.5537 1.3658 -3.6096 -0.089
C -1.9693 1.4970 -3.9337 -0.234
C -2.6972 2.5258 -3.0723 -0.190
N -2.3824 2.4409 -1.6360 -0.102
C -3.5788 2.4617 -0.7914 -0.229
H -5.1308 1.1759 -0.1038 0.123
H -4.2938 0.5863 -1.5255 0.106
H -4.0070 -0.6595 0.6831 0.125
H -3.0634 0.7196 1.2805 0.098
H -1.7137 -1.0415 0.5646 0.102
H -2.6253 -0.5529 -2.1668 0.086
H -3.2978 -1.8361 -1.1250 0.133
H -1.7292 -2.7507 -2.6893 0.125
H -1.0965 -2.8957 -1.0441 0.127
H 0.6251 -1.7786 -1.6655 0.066
H 0.0131 -2.8224 -3.8930 0.147
H 2.0967 -0.9729 -3.6638 0.089
H -1.3480 -0.9509 -4.6829 0.105
H 0.0774 -1.2611 -5.6734 0.126
H -0.0312 1.0465 -5.6275 0.118
H 1.2273 0.6787 -4.4413 0.114
H -0.1552 2.3017 -3.6064 0.109
H -2.4400 0.5247 -3.7923 0.085
H -2.1110 1.7799 -4.9881 0.126
H -3.7671 2.3561 -3.2117 0.118
H -2.4761 3.5304 -3.4468 0.124
H -1.8049 3.2336 -1.3887 0.074
H -4.3659 3.0763 -1.2473 0.121
H -3.3212 2.9096 0.1682 0.081
C 5.3009 -5.4907 2.8748 -0.045
C 4.6169 -4.2821 2.3020 -0.266
C 5.0068 -2.9929 2.6507 -0.027
C 4.3729 -1.8836 2.1091 -0.073
C 3.3224 -2.0671 1.2314 -0.402
C 2.9309 -3.3440 0.8518 -0.088
C 3.5681 -4.4442 1.3947 -0.035
S 2.5310 -0.6978 0.3715 0.806
O 1.7187 -1.8587 -3.7038 0.008
O 3.2304 0.5376 0.7709 -0.498
N 0.9718 -0.6662 1.0582 -0.376
C 1.0196 -0.1524 2.3516 -0.484
C 1.5464 -0.8492 3.4485 -0.006
C 1.6427 -0.2126 4.6663 -0.037
C 1.2373 1.1153 4.7703 -0.052
C 0.6891 1.7135 3.6585 -0.149
N 0.5476 1.0967 2.4822 0.051
H 6.0524 -5.2105 3.6100 0.077
H 5.7932 -6.0597 2.0848 0.087
H 4.5759 -6.1525 3.3501 0.085
H 5.8285 -2.8576 3.3426 0.115
H 4.6831 -0.8769 2.3612 0.115
H 2.1315 -3.4702 0.1296 0.102
H 3.2678 -5.4422 1.0999 0.118
H 1.8848 -1.8643 3.3137 0.111
H 2.0367 -0.7312 5.5298 0.117
H 1.3526 1.6683 5.6907 0.108
H 0.3740 2.7509 3.6981 0.099
C -0.5579 5.3061 1.8478 -0.006
O -0.5761 4.0632 1.0871 -0.123
C -1.2363 3.0126 1.4071 -0.289
C -2.0852 3.0161 2.6302 -0.080
H -0.2057 5.1369 2.8626 0.095
H -1.5500 5.7530 1.8569 0.103
H 0.1313 5.9620 1.3268 0.102
H -2.1403 3.9554 3.1837 0.081
H -1.7004 2.2220 3.2736 0.079
H -3.0917 2.6980 2.3540 0.080
```

Results
* LUMO energy: -2.3243 eV
* charge: +1
* HOMO: -10.560 eV
* total energy: -2143.64511 Eh
* orbital gap: 8.236 eV
* energy above the lowest of the compared OMol25 structures with the same formula, charge and spin: 138.17 kJ/mol